# C4H10NS2

A cluster of 2 separate species, C4H10NS2 in total (ωB97M-V/def2-TZVPD, the OMol25 dataset).

The net charge is +1. The orbital gap comes out at 9.1 eV. For the HOMO energy, the calculation gives -0.5138 hartree. For the lowest unoccupied orbital energy, the calculation gives -4.900 eV. Its energy relative to the best compared isomer or geometry (same formula, charge and spin) is 2.743 eV.

XYZ file:
```
17
Properties=species:S:1:pos:R:3:forces:R:3
S -1.321767 -1.658806 0.669964 -0.7 0.0 -1.0
S -2.475910 1.307155 0.088715 -0.3 -0.2 1.0
N 0.611395 0.559749 0.303112 -0.2 -1.1 2.2
C -1.891874 0.388032 -1.343054 -2.1 -1.0 -2.7
C 0.971749 0.074990 1.640481 -1.3 -0.6 2.2
C -1.494528 -0.072363 0.007285 1.8 0.2 -1.0
C 1.553259 0.015589 -0.661898 -0.2 0.5 0.3
H 1.382909 0.562874 -1.523510 -0.4 0.6 -2.3
H 0.240724 0.364957 2.485281 1.0 0.0 -1.5
H 1.981893 0.245561 1.987204 0.4 1.1 -0.3
H 0.772577 1.529404 0.506389 -0.4 1.1 -1.3
H -1.263285 -2.306480 -0.557255 0.1 0.6 0.9
H 1.004941 -0.985600 1.673317 -0.4 -1.2 -0.3
H -2.682155 -0.323437 -1.894639 1.6 1.6 1.5
H 1.504327 -1.048873 -0.835567 -0.4 -0.2 0.3
H -1.437034 1.049373 -2.139041 0.5 -1.1 1.4
H 2.542775 0.297879 -0.406777 1.2 -0.1 0.6
```
Positions in Å, forces in eV/Å.

natural (NBO) population analysis, charges in e, atoms 1 to 8:
1. S 0.245
2. S 0.458
3. N -0.501
4. C -0.556
5. C -0.468
6. C -0.192
7. C -0.430
8. H 0.213